C55H37BrClF3N6O11RbSb | ωB97M-V/def2-TZVPD

Results
Molecular weight ... 1337.5 g/mol
Net charge ... -2
F_max ... 1.47 eV Å⁻¹
LUMO energy ... 3.5 eV
Kohn-Sham gap ... 7.160 eV
ΔE to the lowest compared entry with this formula, charge and spin ... 0.548 eV

```
116
Properties=species:S:1:pos:R:3:forces:R:3
Rb 0.6007 -1.2391 0.2873 0.22 0.73 -1.26
N 0.9862 -0.8733 -3.1532 -0.10 -0.29 -0.09
C 1.1033 0.1071 -4.1032 0.10 0.12 0.14
C 1.1440 -0.1090 -5.4607 0.02 0.10 -0.05
C 1.3008 0.9750 -6.3518 0.00 -0.06 0.01
C 1.4081 2.2634 -5.9102 0.00 -0.02 0.07
C 1.3641 2.5220 -4.5151 0.02 0.08 -0.04
C 1.4275 3.8194 -3.9489 0.00 0.01 -0.07
C 1.3438 3.9759 -2.5980 -0.01 -0.05 0.03
C 1.1964 2.8296 -1.7803 -0.01 0.05 -0.03
N 1.1496 1.6170 -2.2676 -0.05 -0.01 -0.16
C 1.2264 1.4536 -3.6158 -0.01 -0.10 0.15
H 0.6096 -1.7646 -3.4351 -0.05 0.08 -0.05
H 0.6002 -0.5351 -2.2858 0.00 0.01 -0.01
H 1.0527 -1.1167 -5.8449 -0.01 -0.03 -0.02
H 1.3286 0.7697 -7.4152 0.00 0.00 -0.01
H 1.5162 3.0881 -6.6027 0.01 0.03 -0.02
H 1.5287 4.6764 -4.6063 0.00 0.00 0.00
H 1.3797 4.9515 -2.1330 0.00 0.01 0.02
H 1.1160 2.9240 -0.7010 -0.02 -0.03 -0.09
C 3.7829 1.2413 -0.0233 -0.05 0.00 0.06
O 3.4082 -0.1270 0.0165 0.15 -0.10 0.00
C 4.3912 -1.0492 -0.0334 0.03 -0.07 -0.09
C 5.6977 -0.7892 -0.4019 0.03 -0.03 -0.05
C 6.5724 -1.8615 -0.5739 -0.02 0.04 0.00
Br 8.3657 -1.4905 -1.1021 0.01 0.02 0.00
C 6.1780 -3.1614 -0.4110 0.00 0.01 -0.02
C 4.8649 -3.4246 0.0043 -0.04 -0.12 0.17
C 3.9914 -2.3731 0.2642 -0.09 -0.09 -0.13
O 2.7454 -2.5965 0.7289 0.66 -0.20 0.15
C 4.4607 -4.8360 0.1502 0.09 0.29 -0.04
N 5.2684 -5.8532 -0.0459 -0.09 -0.05 0.03
C 4.4743 -6.9685 0.1396 0.14 -0.04 -0.03
C 4.7970 -8.3232 0.0586 0.00 0.00 -0.01
C 3.7944 -9.2453 0.2867 -0.07 0.03 0.01
C 2.4831 -8.8398 0.5917 0.04 -0.03 -0.01
C 2.1433 -7.5033 0.6801 0.07 -0.04 -0.03
C 3.1624 -6.5853 0.4495 -0.14 0.06 0.04
N 3.1846 -5.2138 0.4509 0.00 0.00 0.01
H 4.2762 1.4805 -0.9697 -0.03 0.04 -0.01
H 4.4454 1.4687 0.8165 0.03 0.02 -0.02
H 2.8600 1.8039 0.0760 0.09 -0.03 0.02
H 6.0280 0.2192 -0.5946 0.02 0.01 -0.01
H 6.8461 -3.9912 -0.5840 0.01 -0.01 0.00
H 2.5145 -1.8742 1.4583 0.53 -0.20 0.43
H 5.8069 -8.6303 -0.1796 0.02 0.00 0.00
H 4.0180 -10.3027 0.2261 0.00 -0.03 0.01
H 1.7215 -9.5907 0.7571 -0.01 -0.02 0.01
H 1.1358 -7.1834 0.9055 -0.04 0.01 0.01
H 2.4419 -4.5585 0.6546 0.02 0.00 -0.02
O 0.1709 -1.1160 2.7679 -0.17 0.22 0.88
C 1.2183 -0.4546 2.8653 -0.05 0.03 0.38
O 2.3654 -0.8408 2.4843 -0.03 -0.01 0.09
C 1.1564 0.9648 3.3770 0.04 -0.03 0.10
C 1.1816 1.2481 4.7041 0.00 0.01 -0.14
C 1.1979 2.5945 5.1287 0.05 0.05 0.22
C 1.2487 3.6214 4.2203 -0.06 0.05 -0.01
C 1.2346 3.3329 2.8643 -0.22 0.33 -0.05
C 1.0767 1.9989 2.3507 0.00 -0.21 0.22
O 0.8524 1.6938 1.1624 0.16 -0.11 -0.12
N 1.3859 4.4657 1.9735 0.86 -0.32 0.47
O 1.2658 5.5923 2.4348 -0.36 0.21 -0.11
O 1.7794 4.2585 0.8356 -0.26 0.14 -0.23
N 1.2180 2.9035 6.5404 -0.18 -0.12 -0.33
O 1.2752 4.0740 6.8854 0.07 0.13 0.12
O 1.1537 1.9726 7.3316 0.06 -0.03 0.12
H 1.2059 0.4578 5.4408 0.00 0.00 0.02
H 1.2991 4.6482 4.5525 0.01 -0.07 -0.02
F -7.9949 -0.1548 -0.5489 0.08 0.02 0.01
C -6.6687 0.1389 -0.4459 -0.07 -0.03 0.00
C -6.2643 1.0775 0.4772 0.00 0.00 -0.02
C -4.9083 1.3753 0.5644 0.00 0.02 0.03
C -3.9696 0.7354 -0.2398 0.03 0.02 -0.03
C -4.4258 -0.2222 -1.1446 0.01 -0.01 0.01
C -5.7765 -0.5206 -1.2641 -0.01 0.02 0.05
Sb -1.8651 1.2875 -0.3379 -0.59 0.28 0.03
C -2.4358 2.6549 -1.9252 0.12 0.07 0.00
C -1.9847 2.3824 -3.2136 -0.02 0.01 -0.02
C -2.3743 3.1503 -4.3066 0.00 0.03 0.03
C -3.2237 4.2094 -4.0819 -0.05 0.09 -0.09
F -3.6086 4.9838 -5.1365 0.04 -0.08 0.11
C -3.7086 4.5158 -2.8259 0.02 -0.03 -0.04
C -3.3128 3.7255 -1.7558 -0.05 -0.01 0.03
C -2.0604 2.6638 1.3030 0.03 0.00 0.04
C -2.2779 2.1013 2.5622 0.04 0.01 0.02
C -2.3486 2.8828 3.7065 0.03 0.03 -0.03
C -2.1927 4.2474 3.5728 0.03 0.07 0.11
F -2.2536 5.0250 4.6839 -0.01 -0.06 -0.08
C -1.9502 4.8469 2.3566 0.04 -0.06 0.01
C -1.8780 4.0402 1.2252 0.02 0.02 -0.02
H -6.9955 1.5607 1.1116 -0.01 0.01 0.01
H -4.5922 2.1214 1.2838 0.00 0.00 -0.01
H -3.7111 -0.7656 -1.7507 0.05 -0.01 -0.02
H -6.1353 -1.2675 -1.9592 0.00 -0.02 -0.02
H -1.3172 1.5494 -3.3891 0.02 -0.05 0.01
H -2.0175 2.9384 -5.3056 0.02 -0.01 -0.02
H -4.3868 5.3487 -2.6995 -0.02 0.02 0.00
H -3.7148 3.9472 -0.7740 0.01 -0.01 0.01
H -2.3766 1.0259 2.6700 0.00 -0.04 -0.01
H -2.4954 2.4485 4.6856 -0.01 -0.01 0.03
H -1.7805 5.9124 2.3063 0.00 0.06 0.00
H -1.6588 4.5097 0.2735 0.01 0.00 -0.02
Cl -6.8437 -2.2547 2.9371 0.06 0.00 -0.03
C -5.3430 -2.4396 2.0489 -0.05 0.00 0.04
C -5.3171 -3.2565 0.9340 -0.01 -0.01 -0.03
C -4.1365 -3.3718 0.2147 0.01 0.05 0.00
C -3.0017 -2.6677 0.5941 -0.09 -0.01 0.02
C -3.0403 -1.8850 1.7441 -0.04 -0.01 -0.04
C -4.2126 -1.7640 2.4739 -0.01 0.00 0.00
C -1.7393 -2.7197 -0.2384 -0.10 -0.37 -0.14
O -0.9944 -3.7013 -0.0782 0.07 -0.03 -0.04
O -1.5168 -1.7199 -0.9772 -0.98 -0.33 -0.52
H -6.2142 -3.7756 0.6244 -0.01 -0.01 0.00
H -4.1047 -3.9966 -0.6693 0.00 -0.02 -0.01
H -2.1460 -1.3724 2.0819 0.04 0.02 0.00
H -4.2534 -1.1425 3.3581 0.00 0.01 0.02
```
Forces are in eV/Å.